Record 1
Below is a cluster of 2 separate species, C4H12NO2 in total, with properties calculated with ωB97M-V/def2-TZVPD.

XYZ file:
```
19
Properties=species:S:1:pos:R:3:forces:R:3:lowdin_charge:R:1
C -1.89857 0.54576 1.07978 4.703 -1.501 -3.203 0.136
C 1.42455 -0.36387 -1.39964 2.593 2.835 3.657 0.060
C 1.34781 0.80111 0.88088 -1.410 2.667 -1.936 0.051
C -0.68722 -0.49788 -0.20968 -2.191 0.972 4.765 -0.448
N 0.61630 0.40294 -0.34822 -2.128 -1.524 -4.168 -0.078
O -1.38972 -0.62409 -1.34167 0.388 -0.743 -0.926 0.082
O -0.29265 -1.72425 0.36107 -0.357 1.520 -1.770 0.073
H -2.77980 0.23054 0.72219 -3.315 -2.124 -0.581 0.003
H -1.56425 0.21917 2.03215 -0.036 0.666 0.934 0.049
H -1.89578 1.50406 0.60664 0.968 1.206 0.842 0.054
H 1.47207 -1.36483 -1.20144 -0.129 -2.501 0.706 0.081
H 1.15114 -0.14966 -2.33287 -1.715 0.790 -3.559 0.066
H 2.41212 0.07908 -1.27503 0.249 -0.376 -0.234 0.113
H 0.83592 1.70856 1.19484 0.308 0.250 0.144 0.115
H 1.05227 0.11244 1.55461 0.120 -2.499 2.546 0.059
H 2.39907 1.01198 0.73008 -0.001 -0.490 -0.132 0.120
H 0.15791 1.16195 -0.89599 1.008 0.103 0.848 0.191
H -1.86458 -1.50795 -1.41684 1.087 1.378 0.381 0.191
H -0.49658 -1.54505 1.25915 -0.141 -0.629 1.685 0.081
```
Positions in Å, forces in eV/Å.

Properties
**Spin multiplicity**: 1
**Charge**: +1
**Energy**: -364.4764 hartree
**LUMO energy**: -0.1109 hartree
**Highest occupied orbital energy**: -0.5145 Eh
**Relative energy (zero: lowest compared OMol25 entry of this formula, charge and spin)**: 4.321 eV

***

Record 2
Below is a cluster of 2 separate species, C4H12NO2 in total, with properties calculated with ωB97M-V/def2-TZVPD.

XYZ file:
```
19
Properties=species:S:1:pos:R:3:forces:R:3:lowdin_charge:R:1
C -0.49635 -1.89650 -0.53155 1.067 -3.215 -1.850 -0.143
O -0.18511 -1.96281 -1.90569 -0.633 0.956 0.735 0.012
C 0.18800 -0.66392 0.13418 -2.047 1.809 0.782 -0.321
C -0.34327 0.71166 -0.39044 -0.136 -0.525 1.407 -0.123
C -0.28911 1.06673 -1.87998 1.373 0.697 1.513 -0.196
O 1.11659 0.97116 -2.10748 0.082 -0.710 0.056 -0.054
N -0.04718 -0.66623 1.48250 0.805 0.134 -0.675 0.406
H -0.11185 -2.82186 -0.09308 -0.230 0.109 0.501 0.138
H -1.58503 -1.89911 -0.44497 0.131 0.801 0.371 0.158
H 0.33161 -2.74446 -2.09209 0.391 -0.252 -0.065 0.116
H 1.32689 -0.66877 -0.00608 -0.423 -0.639 -0.070 0.267
H 0.33818 1.26403 0.24764 0.141 1.464 -0.829 0.118
H -1.29267 0.90100 0.13049 -0.164 -0.349 -0.624 0.132
H -0.68110 2.09177 -1.90708 0.196 -0.128 -0.407 0.135
H -0.84033 0.42559 -2.54947 -0.216 -0.261 -0.034 0.114
H 1.55466 1.61947 -2.65495 -0.434 0.421 -0.372 0.102
H 0.12780 -1.54497 1.99625 0.096 -0.311 -0.438 0.139
H 0.29180 3.22407 6.40014 -0.070 0.138 0.044 0.003
H 0.59649 2.59315 6.17166 0.071 -0.139 -0.045 -0.003
```
Positions in Å, forces in eV/Å.

Properties
**Spin multiplicity**: 1
**Charge**: +1
**Energy**: -364.3391 hartree
**LUMO energy**: -0.3340 hartree
**Highest occupied orbital energy**: -0.5310 Eh
**Relative energy (zero: lowest compared OMol25 entry of this formula, charge and spin)**: 8.058 eV

***

Record 3
Below is a structure of composition C4H12NO2, with properties calculated with ωB97M-V/def2-TZVPD.

XYZ file:
```
19
Properties=species:S:1:pos:R:3:forces:R:3:lowdin_charge:R:1
O -1.04718 -0.59587 -0.91346 0.220 -0.945 -0.660 0.327
C -0.32610 -1.06605 -0.10989 0.483 -0.434 -0.204 0.014
C 0.48937 -0.16619 0.80116 1.162 1.930 0.855 -0.189
C 1.81262 0.11666 0.04314 -0.270 -0.690 -1.433 -0.150
C 2.56573 -1.16696 -0.36438 -0.659 0.033 0.654 -0.033
N -0.26990 1.12650 1.10286 -2.349 -1.734 -3.577 0.217
H -0.14388 -2.16486 -0.05872 0.037 -0.178 -0.012 0.246
H 0.70991 -0.70441 1.71361 -0.211 -0.241 0.343 0.181
H 1.57490 0.68668 -0.86698 -0.027 0.024 0.183 0.146
H 2.44035 0.76404 0.65147 0.001 0.027 0.556 0.154
H 1.96363 -1.77662 -1.05555 0.090 0.076 -0.055 0.093
H 2.78436 -1.78208 0.51867 0.205 0.148 -0.276 0.109
H 3.47529 -0.91445 -0.89862 0.154 -0.002 0.065 0.111
H -1.12213 1.27207 0.10996 1.601 0.731 3.204 0.269
H -0.83028 0.95211 1.94511 0.035 0.781 -0.029 0.178
H 0.37242 1.91954 1.16328 -0.212 0.118 0.186 0.175
H -3.56406 1.40223 -0.95402 0.246 0.529 0.099 0.130
H -2.48737 0.30447 -0.87672 -1.174 0.194 -0.371 0.018
O -2.69720 1.18624 -0.56811 0.668 -0.366 0.472 0.005
```
Positions in Å, forces in eV/Å.

Properties
**Spin multiplicity**: 2
**Charge**: +2
**Energy**: -364.0086 hartree
**LUMO energy (spin up / spin down)**: -0.3942 / -0.5489 hartree
**Highest occupied orbital energy (spin up / spin down)**: -0.7632 / -0.7552 Eh
**Relative energy (zero: lowest compared OMol25 entry of this formula, charge and spin)**: 2.256 eV

***

Record 4
Below is a cluster of 2 separate species, C4H12NO2 in total, with properties calculated with ωB97M-V/def2-TZVPD.

XYZ file:
```
19
Properties=species:S:1:pos:R:3:forces:R:3:lowdin_charge:R:1
C 1.05101 0.28975 -1.30121 0.217 -1.101 0.368 -0.065
C 0.50030 0.79872 0.05567 -0.608 -0.550 -1.305 -0.121
C 0.92203 0.21973 1.41278 1.086 0.442 -0.417 -0.041
C 0.17801 -0.94580 2.04114 -0.909 -0.400 -0.516 0.007
O -0.15882 -1.86303 1.35727 -0.021 -0.083 0.101 0.368
N 0.68105 -1.18151 -1.71144 -0.223 1.086 -0.726 0.219
H 2.12639 0.32925 -1.45742 0.040 0.244 0.371 0.140
H 0.56682 0.85499 -2.09033 0.144 0.386 0.114 0.139
H -0.58424 0.78645 -0.09630 -0.106 0.238 0.610 0.116
H 0.81087 1.84383 0.03598 -0.106 0.104 0.313 0.150
H 0.93015 0.98255 2.19090 0.080 0.045 -0.056 0.156
H 1.92653 -0.22954 1.30520 0.043 0.219 0.417 0.173
H -0.11547 -0.97311 3.11164 0.214 0.091 0.248 0.231
H 0.29905 -1.81519 -1.01651 0.123 -0.072 0.222 0.142
H -0.03847 -1.05030 -2.42507 -0.240 -0.462 0.007 0.175
H 1.45862 -1.62355 -2.21010 0.066 -0.140 0.278 0.181
H -4.08199 0.72127 0.56218 -0.158 0.039 0.001 0.049
H -3.28310 1.81434 -0.17377 -0.188 -0.363 0.389 0.055
O -3.18872 1.04117 0.40938 0.547 0.278 -0.417 -0.074
```
Positions in Å, forces in eV/Å.

Properties
**Spin multiplicity**: 2
**Charge**: +2
**Energy**: -364.0753 hartree
**LUMO energy (spin up / spin down)**: -0.3581 / -0.4993 hartree
**Highest occupied orbital energy (spin up / spin down)**: -0.6530 / -0.6529 Eh
**Relative energy (zero: lowest compared OMol25 entry of this formula, charge and spin)**: 0.442 eV